Here is C26H16AuIN3O2 as an isolated structure from OMol25. Energies are from the ωB97M-V functional and the def2-TZVPD basis.

Geometry (Å):
Au: 1.745 1.526 -1.662
O: 0.217 -0.172 5.295
C: 1.373 -0.145 4.954
O: 2.527 -0.206 5.302
C: 1.380 0.084 3.245
C: 0.176 0.130 2.591
C: 0.236 0.321 1.212
N: 1.401 0.447 0.582
C: 2.551 0.412 1.247
C: 2.600 0.226 2.620
C: 3.804 0.580 0.427
C: 5.052 0.388 0.993
C: 6.189 0.518 0.215
C: 6.056 0.825 -1.125
C: 4.783 1.011 -1.630
N: 3.683 0.900 -0.876
C: -0.995 0.439 0.380
C: -2.231 0.593 0.859
C: -3.383 1.039 0.001
C: -3.831 0.980 -2.149
C: -2.583 0.238 -2.674
N: -0.774 0.320 -1.039
H: -0.752 0.015 3.124
H: 3.514 0.194 3.188
H: 5.148 0.130 2.037
H: 7.167 0.372 0.655
H: 6.913 0.924 -1.775
H: 4.627 1.258 -2.670
H: -2.386 0.590 1.932
H: -4.006 1.674 0.627
H: -4.503 1.413 -2.882
H: -2.457 0.208 -3.754
I: -0.346 2.535 -2.952
C: -1.651 1.148 -1.844
C: -2.901 1.827 -1.232
C: -4.435 0.202 -0.959
C: -4.454 -1.296 -1.057
C: -3.298 -1.939 -1.503
C: -2.811 -3.203 -1.017
C: -1.473 -3.330 -0.735
C: -0.605 -2.203 -0.779
C: -1.106 -1.066 -1.368
C: -2.326 -1.067 -2.016
H: -2.917 2.911 -1.164
H: -5.424 0.574 -0.706
H: -5.236 -1.853 -0.555
H: -3.506 -3.994 -0.764
H: -1.102 -4.262 -0.330
H: 0.351 -2.219 -0.271

Output
- total charge = +1
- spin multiplicity = 3
- energy (eV) = -47568.5263
- max |F| (eV/A) = 0.44
- gap between HOMO and LUMO (alpha / beta) (eV) = 6.36 / 4.98
- HOMO energy (alpha / beta) (Eh) = -0.3629 / -0.4040


Here is C2ClI3O as an isolated structure from OMol25. Energies are from the ωB97M-V functional and the def2-TZVPD basis.

Geometry (Å):
C: -0.695 -0.667 -0.240
C: 0.276 0.465 0.040
O: -1.642 -0.550 -0.977
Cl: -0.201 -2.163 0.493
I: 0.466 0.630 2.269
I: 2.196 -0.033 -0.772
I: -0.400 2.317 -0.813

Output
- spin multiplicity = 1
- energy (eV) = -40944.9966
- max |F| (eV/A) = 2.18
- gap between HOMO and LUMO (eV) = 8.39
- HOMO energy (Eh) = -0.3522


Here is C19H22N2O3S as an isolated structure from OMol25. Energies are from the ωB97M-V functional and the def2-TZVPD basis.

Geometry (Å):
C: -6.232 -1.662 1.949
H: -5.509 -1.850 2.746
O: -5.344 -1.255 0.712
C: -4.651 -0.264 0.755
C: -4.630 0.455 1.714
C: -3.921 1.682 1.883
C: -3.198 1.920 0.881
C: -3.140 1.206 -0.497
C: -3.969 0.063 -0.450
O: -3.879 -0.767 -1.497
C: -4.027 -1.929 -1.364
H: -3.668 -2.405 -2.426
H: -3.324 -2.670 -0.672
H: -4.970 -2.400 -1.213
C: -2.240 1.446 -1.692
N: -0.903 1.455 -1.063
C: 0.026 0.265 -1.334
O: -0.394 -0.632 -1.896
C: 1.473 0.701 -0.905
C: 2.042 -0.520 -0.434
C: 3.328 -0.561 -0.139
C: 3.840 0.803 0.311
C: 3.261 1.983 -0.106
C: 1.918 1.880 -0.486
H: 1.485 2.922 -1.169
H: 3.850 2.836 -0.019
S: 5.596 0.771 0.803
C: 5.994 -0.571 1.322
C: 5.394 -1.753 0.412
N: 4.065 -1.771 0.334
C: 3.409 -2.886 -0.069
H: 3.235 -3.201 -1.220
H: 4.044 -3.756 0.413
H: 2.401 -3.166 0.444
H: 5.791 -2.785 0.563
H: 5.947 -1.241 -0.638
H: 7.063 -0.778 1.316
H: 5.455 -0.890 2.572
H: 1.546 -1.452 -0.735
H: -0.657 2.339 -0.456
H: -2.411 2.348 -1.855
H: -2.488 0.740 -2.062
H: -2.598 2.896 0.711
H: -3.903 2.294 2.708
H: -5.354 0.498 2.673
H: -6.858 -0.942 2.070
H: -6.726 -2.689 1.647

Output
- spin multiplicity = 1
- energy (eV) = -40000.0268
- max |F| (eV/A) = 18.87
- gap between HOMO and LUMO (eV) = 8.16
- HOMO energy (Eh) = -0.2900


Here is an isolated molecule of C16H19Cl2NO4 from OMol25. Energies are from the ωB97M-V functional and the def2-TZVPD basis.

Geometry (Å):
C: -5.699 -2.516 -0.248
C: -4.243 -2.794 0.096
O: -3.582 -1.614 0.563
C: -3.105 -0.776 -0.359
O: -3.190 -0.948 -1.545
C: -2.409 0.401 0.308
C: -2.110 1.520 -0.699
C: -0.681 1.426 -1.212
N: 0.265 1.592 -0.119
C: 1.361 2.339 -0.325
O: 1.611 2.873 -1.392
C: 2.324 2.502 0.862
O: 2.804 1.281 1.385
C: 3.583 0.488 0.603
C: 4.043 0.803 -0.671
C: 4.850 -0.082 -1.366
C: 5.203 -1.292 -0.796
Cl: 6.209 -2.395 -1.661
C: 4.748 -1.637 0.468
C: 3.943 -0.749 1.153
Cl: 3.352 -1.160 2.720
C: -0.129 1.034 1.162
C: -1.107 -0.114 0.946
H: -6.187 -3.441 -0.538
H: -5.757 -1.813 -1.075
H: -6.215 -2.095 0.612
H: -4.161 -3.507 0.918
H: -3.712 -3.172 -0.783
H: -3.073 0.767 1.097
H: -2.790 1.435 -1.547
H: -2.262 2.495 -0.233
H: -0.473 2.212 -1.940
H: -0.523 0.459 -1.701
H: 1.809 2.986 1.697
H: 3.150 3.144 0.534
H: 3.767 1.733 -1.141
H: 5.199 0.175 -2.353
H: 5.013 -2.582 0.913
H: -0.606 1.810 1.777
H: 0.747 0.664 1.695
H: -0.641 -0.858 0.297
H: -1.325 -0.596 1.899

Output
- spin multiplicity = 1
- SMILES = CCOC(=O)C1CCN(C(=O)COc2ccc(Cl)cc2Cl)CC1
- energy (eV) = -51626.1155
- max |F| (eV/A) = 0.53
- gap between HOMO and LUMO (eV) = 9.26
- HOMO energy (Eh) = -0.3184


Here is C39H44BBrN11O3STi as an isolated structure from OMol25. Energies are from the ωB97M-V functional and the def2-TZVPD basis.

Geometry (Å):
Ti: 0.668 0.646 -0.853
C: 3.853 3.661 -0.073
C: 3.175 2.711 -0.840
N: 2.011 2.406 -0.282
N: 1.907 3.152 0.844
C: 3.012 3.903 0.991
B: 0.819 2.701 1.848
N: -0.517 2.749 1.073
C: -1.580 3.536 1.320
C: -2.517 3.324 0.334
C: -1.937 2.369 -0.499
N: -0.729 2.051 -0.054
N: 1.297 1.285 2.258
C: 1.668 0.872 3.484
C: 2.228 -0.378 3.363
C: 2.164 -0.656 1.996
N: 1.604 0.352 1.335
N: 0.593 3.489 3.131
C: 1.089 4.621 3.680
C: 0.448 4.833 4.875
C: -0.454 3.759 4.978
N: -0.362 2.956 3.933
H: 4.816 4.099 -0.263
H: 3.485 2.237 -1.754
H: 3.147 4.553 1.836
H: -1.634 4.185 2.175
H: -3.487 3.778 0.240
H: -2.350 1.902 -1.374
H: 1.514 1.467 4.366
H: 2.627 -1.006 4.141
H: 2.538 -1.527 1.491
H: 1.846 5.212 3.195
H: 0.602 5.634 5.576
H: -1.158 3.534 5.763
O: -1.270 -0.267 1.984
C: -2.237 -1.063 1.339
C: -1.750 -1.216 -0.149
O: -2.337 -1.983 -0.872
O: -0.700 -0.522 -0.512
C: -2.300 -2.446 1.977
C: -1.383 -2.796 2.963
C: -1.437 -4.048 3.560
C: -2.393 -4.969 3.162
C: -3.297 -4.629 2.164
C: -3.254 -3.376 1.573
C: -3.600 -0.367 1.389
C: -4.009 0.156 2.615
C: -5.171 0.903 2.715
C: -5.951 1.123 1.589
C: -5.576 0.567 0.377
C: -4.402 -0.168 0.271
H: -1.669 0.212 2.721
H: -0.632 -2.080 3.272
H: -0.728 -4.304 4.338
H: -2.435 -5.945 3.627
H: -4.044 -5.346 1.848
H: -3.957 -3.116 0.793
H: -3.427 -0.024 3.514
H: -5.460 1.319 3.671
H: -6.850 1.723 1.660
H: -6.187 0.725 -0.502
H: -4.120 -0.592 -0.683
C: 3.292 1.083 -3.989
C: 2.050 1.759 -4.492
C: 2.087 2.394 -5.719
C: 0.941 2.911 -6.303
C: -0.284 2.726 -5.677
C: -0.371 2.099 -4.451
C: -1.716 1.751 -3.884
C: 0.819 1.693 -3.767
N: 0.769 1.244 -2.503
H: 3.641 0.380 -4.748
H: 4.097 1.802 -3.817
H: 3.091 0.523 -3.082
H: 3.033 2.461 -6.245
H: 0.991 3.393 -7.271
H: -1.195 3.051 -6.166
H: -2.337 1.304 -4.661
H: -2.234 2.636 -3.506
H: -1.594 1.023 -3.086
Br: 0.136 -1.391 -3.248
C: 1.206 -5.234 0.594
C: 0.404 -4.156 -0.134
N: 1.126 -2.891 -0.176
C: 2.052 -2.564 -1.075
S: 2.766 -1.000 -1.077
N: 2.519 -3.533 -1.868
C: 3.421 -3.323 -2.994
C: 4.347 -4.523 -3.134
H: 0.654 -6.175 0.602
H: 1.384 -4.924 1.624
H: 2.172 -5.395 0.115
H: -0.534 -3.986 0.391
H: 0.146 -4.458 -1.154
H: 0.786 -2.142 0.402
H: 1.959 -4.369 -1.937
H: 3.995 -2.424 -2.789
H: 2.832 -3.159 -3.900
H: 4.956 -4.636 -2.238
H: 5.007 -4.384 -3.990
H: 3.778 -5.442 -3.286

Output
- spin multiplicity = 2
- energy (eV) = -168366.2470
- max |F| (eV/A) = 1.60
- gap between HOMO and LUMO (alpha / beta) (eV) = 7.53 / 5.64
- HOMO energy (alpha / beta) (Eh) = -0.2735 / -0.2698


Here is an isolated molecule of C3H10N4 from OMol25. Energies are from the ωB97M-V functional and the def2-TZVPD basis.

Geometry (Å):
H: -2.926 -1.321 2.279
N: -2.259 -0.704 2.789
N: -1.456 -0.131 2.051
N: -1.420 -0.429 0.767
N: -0.774 0.490 -0.141
C: 0.426 -0.079 -0.775
C: 1.487 -0.517 0.234
C: 0.976 0.950 -1.757
H: -2.190 -0.357 -0.001
H: -0.529 1.313 0.409
H: 0.071 -0.954 -1.331
H: 1.059 -1.177 0.986
H: 1.891 0.347 0.762
H: 2.289 -1.050 -0.273
H: 0.199 1.285 -2.442
H: 1.363 1.818 -1.223
H: 1.792 0.516 -2.332

Output
- spin multiplicity = 1
- SMILES = [H]/N=N\NNC(C)C
- energy (eV) = -9230.0188
- max |F| (eV/A) = 5.02
- gap between HOMO and LUMO (eV) = 10.25
- HOMO energy (Eh) = -0.3338


Question: spin multiplicity of number 5 (C39H44BBrN11O3STi)?
Answer: 2